Model i:
Formula: C3H8OS2
Source: OMol25
Level of theory: ωB97M-V with the def2-TZVPD basis set

The geometry in ORCA input format:
```
! RIJCOSX wB97M-V def2-TZVPD def2/J DEFGRID3
* xyz 0 1
C 1.04919 -0.37415 -1.83386
C -0.04412 -1.20725 -1.11008
O 0.20264 -1.54183 0.02647
H 1.91888 -0.42664 -1.19903
H 0.79369 0.71072 -1.74443
H 1.27708 -0.67433 -2.82227
H -0.90148 -1.51483 -1.70039
C 0.13629 1.41793 1.42359
S -1.61783 1.04307 1.13878
S -2.03583 -0.59599 2.20047
H 0.17215 2.59102 1.38907
H 0.84377 1.08936 0.64858
H 0.52540 1.01898 2.32120
H -2.31983 -1.53607 1.26190
*
```

Structure (SMILES): CC=O.CSS
Kohn-Sham gap (eV): 9.42
E_LUMO (eV): 0.79

Model ii:
Formula: C3H8OS2
Source: OMol25
Level of theory: ωB97M-V with the def2-TZVPD basis set

The geometry in ORCA input format:
```
! RIJCOSX wB97M-V def2-TZVPD def2/J DEFGRID3
* xyz 0 1
C -1.05725 -1.53550 0.67722
C -0.37997 -1.69131 -0.67168
S -0.89788 -0.33731 -1.76356
C -1.17881 0.93109 -0.48054
S -0.91310 0.25257 1.18123
H -2.10200 -1.82785 0.45707
H -0.74105 -2.07772 1.58906
H -0.64598 -2.63973 -1.17685
H 0.72298 -1.65409 -0.58481
H -0.36925 1.68596 -0.49573
H -2.14357 1.47108 -0.53608
O 3.27651 2.46458 0.20263
H 2.92432 3.19994 0.75352
H 3.50504 1.75827 0.84852
*
```

Structure (SMILES): C1CSCS1.O
Kohn-Sham gap (eV): 9.29
E_LUMO (eV): 0.63

Bottom line: model ii, by a margin of 61.8 kJ/mol.

Model i:
Formula: C3H8OS2
Source: OMol25
Level of theory: ωB97M-V with the def2-TZVPD basis set

The geometry in ORCA input format:
```
! RIJCOSX wB97M-V def2-TZVPD def2/J DEFGRID3
* xyz 0 1
C -1.87394 0.99252 -2.27060
C -1.69835 0.81717 -0.95588
O -1.78157 -0.49928 -0.53105
H -2.39004 1.80622 -2.74178
H -1.29948 0.24068 -2.82600
H -1.27426 1.54110 -0.26022
H -1.90228 -0.70961 0.39251
C 1.23692 -1.23141 -0.89106
S 1.81491 -0.06345 0.48591
S 0.16352 0.17344 1.66783
H 2.09950 -1.88782 -1.04695
H 0.35543 -1.68502 -0.46808
H 0.83709 -0.63030 -1.68545
H 0.68607 -0.11659 2.87943
*
```

Structure (SMILES): C=CO.CSS
Kohn-Sham gap (eV): 8.72
E_LUMO (eV): 0.37

Model ii:
Formula: C3H8OS2
Source: OMol25
Level of theory: ωB97M-V with the def2-TZVPD basis set

The geometry in ORCA input format:
```
! RIJCOSX wB97M-V def2-TZVPD def2/J DEFGRID3
* xyz 0 1
C -1.76788 1.37920 -0.84080
C -1.90932 -0.10280 -1.09348
O -2.83854 -0.73225 -0.66646
H -2.67898 1.87372 -0.50604
H -0.90261 1.55293 -0.19718
H -1.45519 1.84251 -1.79626
H -1.13301 -0.52071 -1.75514
C 2.18027 1.26328 1.15096
S 1.68921 0.06387 -0.25009
S 0.35259 -1.07451 0.87196
H 3.18197 1.66329 1.07908
H 1.41412 1.99110 0.89452
H 2.01423 0.69458 2.05599
H -0.69669 -1.73990 0.35302
*
```

Structure (SMILES): CC=O.CSS
Kohn-Sham gap (eV): 8.52
E_LUMO (eV): 0.07

Bottom line: model ii, by a margin of 105.3 kJ/mol.

Model i:
Formula: C2H2N2OS
Source: OMol25
Level of theory: ωB97M-V with the def2-TZVPD basis set

The geometry in ORCA input format:
```
! RIJCOSX wB97M-V def2-TZVPD def2/J DEFGRID3
* xyz 0 1
N 0.44719 -1.93113 1.85189
C 0.41816 -0.93229 1.20355
C 0.11314 -0.06500 0.12999
S -1.29839 0.71861 0.11270
N 1.07064 0.13393 -0.72000
O 0.61907 0.73281 -1.91773
H 2.23334 0.01100 -0.56211
H -0.22432 1.19294 -1.82375
*
```

Structure (SMILES): N#CC(=S)NO
Kohn-Sham gap (eV): 8.89
E_LUMO (eV): -0.71

Model ii:
Formula: C2H2N2OS
Source: OMol25
Level of theory: ωB97M-V with the def2-TZVPD basis set

The geometry in ORCA input format:
```
! RIJCOSX wB97M-V def2-TZVPD def2/J DEFGRID3
* xyz 0 1
C -1.49527 -0.10008 -0.59166
C -0.59922 0.94093 -0.35292
N -0.03359 -0.25062 -2.37547
N -0.94250 -0.83041 -1.54912
O 0.27641 1.08957 -1.30766
S 0.51616 -0.23710 -3.83726
H -2.33599 -0.56218 0.02123
H -0.53531 1.44873 0.62096
*
```

Kohn-Sham gap (alpha / beta) (eV): 7.39 / 7.40
E_LUMO (alpha / beta) (eV): -0.74 / -0.74

Bottom line: model i, by a margin of 110.3 kJ/mol.

Model i:
Formula: C2H10NO2S
Source: OMol25
Level of theory: ωB97M-V with the def2-TZVPD basis set

The geometry in ORCA input format:
```
! RIJCOSX wB97M-V def2-TZVPD def2/J DEFGRID3
* xyz -1 1
C 0.95319 0.03804 1.50974
C 1.42362 -0.14057 0.00213
S -0.07780 -0.27751 -1.14088
N 2.03912 0.91973 2.25129
H 0.05169 0.65137 1.41388
H 0.53233 -0.80763 2.06576
H 2.13615 0.68710 -0.04585
H 1.88002 -1.12152 -0.04423
H 1.93676 0.54868 3.18679
H 2.78569 0.65150 1.62255
H -2.53389 -0.05505 3.80759
H -2.84951 1.21134 3.18038
O -3.29259 0.56781 3.75764
H -1.36259 -0.72787 -5.01457
H -0.12691 -0.45844 -4.25598
O -0.40290 -0.77346 -5.12848
*
```

Kohn-Sham gap (eV): 6.26
E_LUMO (eV): 3.41

Model ii:
Formula: C2H10NO2S
Source: OMol25
Level of theory: ωB97M-V with the def2-TZVPD basis set

The geometry in ORCA input format:
```
! RIJCOSX wB97M-V def2-TZVPD def2/J DEFGRID3
* xyz -1 1
C -0.21210 0.58515 -0.65287
C -1.11989 1.44594 -1.51642
S -2.51139 0.52656 -2.25170
N 0.45199 -0.44083 -1.48595
H 0.54298 1.20479 -0.15226
H -0.69327 0.04609 0.16321
H -1.51869 2.31101 -0.98016
H -0.47825 1.89275 -2.28654
H -0.33403 -0.88990 -1.96056
H 0.90786 0.10011 -2.21164
H 0.78540 -0.75385 3.28632
H -0.31836 -0.39682 4.27604
O 0.64046 -0.43704 4.18659
H 1.93812 -1.56674 0.08426
H 0.49010 -1.75971 0.66581
O 1.42909 -1.86750 0.83587
*
```

Kohn-Sham gap (eV): 6.08
E_LUMO (eV): 3.41

Model iii:
Formula: C2H10NO2S
Source: OMol25
Level of theory: ωB97M-V with the def2-TZVPD basis set

The geometry in ORCA input format:
```
! RIJCOSX wB97M-V def2-TZVPD def2/J DEFGRID3
* xyz -1 1
C -0.64272 0.01711 -0.08944
C -0.89390 0.76280 -1.49296
S 0.21288 0.03625 -2.75655
N 0.18599 -1.32775 -0.31752
H 0.06886 0.61877 0.47716
H -1.45786 0.00139 0.63855
H -2.01254 0.60207 -1.74657
H -0.67318 1.92689 -1.46926
H -0.18782 -1.76472 -1.18540
H 1.01386 -0.96818 -0.71681
H 1.34884 -2.65434 0.70291
H 2.61262 -3.25410 0.46911
O 1.75361 -3.50363 0.64719
H -0.70171 3.45871 1.60959
H -0.15171 2.58826 2.68226
O -0.47522 3.46049 2.54774
*
```

Kohn-Sham gap (eV): 6.23
E_LUMO (eV): 3.45

Bottom line: model ii, by a margin of 105.3 kJ/mol.